A molecular structure, C32H40MoN5OP2 in a non-equilibrium geometry. Source: the Open Molecules 2025 dataset; level of theory: ωB97M-V with the def2-TZVPD basis set.

Geometry (Å):
Mo 0.488 -0.645 0.108
C -0.869 -0.324 2.682
C -1.244 -0.010 1.379
C -1.343 1.429 0.912
C -0.216 1.993 0.038
C 1.177 1.483 0.276
C 1.604 0.984 1.540
C 0.967 1.494 2.821
C -0.185 0.681 3.509
C 1.241 -1.971 1.494
H -1.066 -1.296 3.140
H -1.530 -0.827 0.655
H -1.470 2.081 1.787
H -2.285 1.512 0.350
H -0.472 1.882 -1.018
H -0.233 3.078 0.176
H 1.941 1.816 -0.438
H 2.656 0.664 1.633
H 0.594 2.526 2.696
H 1.767 1.579 3.575
H 0.226 0.212 4.416
H -0.895 1.446 3.879
H 0.402 -2.508 1.966
H 1.876 -1.502 2.262
H 1.844 -2.628 0.848
P 1.467 -1.100 -1.889
P -2.076 0.070 -1.969
N 2.932 -0.186 -2.196
N 1.977 -2.534 -2.787
N -2.231 1.497 -3.066
N -3.645 -0.625 -2.696
C 0.381 -0.341 -3.169
C -1.047 -0.905 -3.121
C 4.044 -0.080 -1.358
C 4.994 0.709 -2.005
C 4.445 1.094 -3.267
C 3.182 0.533 -3.358
C 2.247 -3.818 -2.311
C 2.752 -4.581 -3.363
C 2.811 -3.733 -4.519
C 2.350 -2.484 -4.137
C -2.169 2.831 -2.645
C -2.179 3.668 -3.751
C -2.302 2.831 -4.903
C -2.280 1.514 -4.461
C -4.610 -0.178 -3.607
C -5.439 -1.243 -3.974
C -4.958 -2.403 -3.275
C -3.850 -2.001 -2.532
H 0.770 -0.469 -4.188
H 0.391 0.744 -2.977
H -1.474 -0.914 -4.138
H -1.069 -1.944 -2.755
H 4.056 -0.561 -0.392
H 5.946 1.021 -1.606
H 4.866 1.742 -4.020
H 2.430 0.638 -4.125
H 2.023 -4.084 -1.287
H 3.032 -5.623 -3.341
H 3.115 -3.982 -5.525
H 2.223 -1.580 -4.715
H -2.099 3.068 -1.597
H -2.078 4.746 -3.750
H -2.370 3.138 -5.934
H -2.285 0.608 -5.044
H -4.656 0.850 -3.946
H -6.285 -1.183 -4.648
H -5.379 -3.399 -3.297
H -3.176 -2.586 -1.917
O 1.352 1.401 6.395
N 0.679 1.083 7.467
C -0.622 0.651 7.376
C -1.294 0.197 8.500
C -0.669 0.208 9.746
C 0.619 0.733 9.835
C 1.278 1.167 8.698
H -1.062 0.644 6.377
H -2.308 -0.166 8.366
H -1.172 -0.183 10.625
H 1.146 0.815 10.779
H 2.301 1.539 8.712

Results
largest force on an atom = 6.23 eV Å⁻¹
2S+1 = 4
total charge = +2
highest occupied orbital energy (alpha / beta) = -12.206 / -12.151 eV
energy relative to the best compared isomer or geometry (same formula, charge and spin) = 0.0 kJ/mol
electronic energy = -63739.940 eV

***

12 unconnected molecules or ions with the total composition C21H66N6O21 in a non-equilibrium geometry. Source: the Open Molecules 2025 dataset; level of theory: ωB97M-V with the def2-TZVPD basis set.

Geometry (Å):
C 2.370 -3.331 -1.925
O 2.346 -4.249 -1.055
N 1.311 -2.986 -2.672
N 3.544 -2.733 -2.203
H 1.221 -2.003 -2.955
H 0.397 -3.319 -2.304
H 3.582 -2.076 -2.996
H 4.394 -3.005 -1.749
C 3.532 2.319 3.263
O 4.757 2.481 3.266
N 2.972 1.264 3.760
N 2.656 3.295 2.636
H 3.662 0.580 4.060
H 1.967 0.992 3.789
H 1.703 3.171 2.877
H 3.090 4.163 2.702
C -3.152 0.748 -1.410
O -2.947 1.928 -1.036
N -2.621 0.219 -2.489
N -3.879 -0.074 -0.630
H -2.662 -0.808 -2.671
H -2.107 0.783 -3.174
H -4.480 0.127 0.131
H -4.240 -0.933 -1.151
C -1.979 -3.381 -0.927
C -2.677 -4.662 -0.515
O -2.121 -5.804 -1.199
O -2.305 -3.015 -2.293
H -0.877 -3.516 -0.835
H -2.221 -2.542 -0.239
H -3.720 -4.663 -0.694
H -2.486 -4.721 0.578
H -1.153 -5.724 -1.088
H -2.208 -3.778 -2.854
C -1.046 2.522 3.648
C -0.405 1.603 4.685
O 0.305 0.558 4.090
O -0.110 2.966 2.717
H -1.453 3.397 4.170
H -1.943 2.113 3.044
H -1.178 1.240 5.425
H 0.361 2.211 5.234
H -0.174 0.173 3.309
H -0.073 2.361 1.953
C 0.070 -5.445 1.298
C 1.324 -4.917 1.941
O 1.728 -3.601 1.417
O 0.330 -5.813 -0.051
H -0.802 -4.793 1.388
H -0.333 -6.343 1.790
H 2.172 -5.539 1.677
H 1.254 -4.726 3.039
H 2.192 -3.637 0.539
H 1.050 -5.335 -0.479
C -2.754 5.046 0.136
C -3.303 4.521 1.458
O -3.129 3.079 1.512
O -1.371 4.809 0.115
H -2.877 6.122 0.192
H -3.288 4.564 -0.725
H -4.313 4.832 1.428
H -2.906 4.971 2.363
H -3.276 2.697 0.634
H -1.226 3.997 0.709
C 5.224 1.057 0.370
C 3.926 1.080 -0.249
O 3.923 1.291 -1.624
O 5.885 2.390 0.420
H 5.946 0.432 -0.235
H 5.140 0.660 1.401
H 3.316 1.876 0.298
H 3.452 0.091 -0.131
H 4.341 2.132 -1.733
H 5.169 2.966 0.702
C -3.051 -0.506 2.682
C -3.552 -1.947 2.713
O -2.484 -2.875 2.790
O -4.088 0.239 2.038
H -2.097 -0.512 2.161
H -2.770 -0.157 3.688
H -4.117 -2.088 1.792
H -4.217 -2.195 3.583
H -1.605 -2.515 2.571
H -4.041 1.209 2.280
C 0.754 -0.909 0.771
C -0.270 -0.094 -0.056
O -0.627 1.110 0.541
O 0.087 -1.643 1.792
H 1.550 -0.270 1.217
H 1.245 -1.618 0.103
H -1.159 -0.673 -0.150
H 0.210 0.097 -1.047
H -1.355 1.523 0.007
H 0.682 -2.447 1.800
C -0.406 2.388 -2.658
C -0.043 3.854 -2.731
O -1.133 4.627 -2.443
O -1.406 2.314 -3.724
H -0.912 2.062 -1.750
H 0.385 1.665 -2.959
H 0.443 4.142 -3.681
H 0.736 4.076 -1.960
H -1.110 4.701 -1.463
H -1.906 3.095 -3.512
C 1.383 -0.259 -5.359
C 2.669 0.551 -4.988
O 3.368 -0.379 -4.063
O 0.515 -0.407 -4.211
H 1.698 -1.300 -5.547
H 0.853 0.278 -6.213
H 2.337 1.449 -4.420
H 3.279 0.710 -5.934
H 3.518 0.090 -3.219
H -0.180 0.257 -4.317

Results
largest force on an atom = 4.81 eV Å⁻¹
2S+1 = 1
total charge = 0
highest occupied orbital energy = -9.495 eV
energy relative to the best compared isomer or geometry (same formula, charge and spin) = 0.0 kJ/mol
SMILES = NC(N)=O.NC(N)=O.NC(N)=O.OCCO.OCCO.OCCO.OCCO.OCCO.OCCO.OCCO.OCCO.OCCO
electronic energy = -74785.120 eV

***

6 unconnected molecules or ions with the total composition C46H91N5O8 in a non-equilibrium geometry. Source: the Open Molecules 2025 dataset; level of theory: ωB97M-V with the def2-TZVPD basis set.

Geometry (Å):
C 0.713 2.252 -6.361
C -0.548 1.489 -5.677
C -1.595 2.524 -5.276
C -2.602 3.062 -6.321
C -3.082 1.872 -7.124
C -2.051 0.917 -7.807
N -1.095 0.517 -6.720
O -0.278 -0.567 -7.081
C -1.293 1.477 -8.997
C -2.871 -0.334 -8.238
C -0.222 0.626 -4.472
H 1.190 1.730 -7.191
H 1.498 2.658 -5.723
H 0.261 3.095 -6.884
H -1.117 3.347 -4.744
H -2.173 1.968 -4.537
H -2.122 3.701 -7.062
H -3.508 3.425 -5.834
H -3.660 2.495 -7.807
H -3.805 1.396 -6.462
H -0.515 0.747 -9.224
H -0.770 2.410 -8.787
H -1.924 1.505 -9.884
H -2.277 -1.246 -8.299
H -3.209 -0.116 -9.251
H -3.758 -0.613 -7.669
H 0.741 0.124 -4.569
H -1.013 -0.107 -4.312
H -0.089 1.391 -3.707
C 1.637 -2.141 8.355
C 2.583 -1.914 7.177
C 2.599 -3.216 6.157
C 1.520 -3.424 5.153
C 1.291 -2.060 4.346
C 1.067 -0.840 5.278
N 2.043 -0.737 6.361
O 2.298 0.493 6.972
C -0.299 -0.868 5.999
C 1.178 0.335 4.289
C 4.096 -1.638 7.514
H 0.645 -2.557 8.183
H 1.519 -1.186 8.867
H 2.221 -2.704 9.084
H 2.686 -4.054 6.849
H 3.490 -3.053 5.550
H 0.643 -3.834 5.654
H 1.852 -4.131 4.393
H 0.485 -2.033 3.613
H 2.172 -1.980 3.710
H -0.313 -0.293 6.924
H -0.412 -1.880 6.388
H -1.177 -0.580 5.421
H 0.967 1.259 4.829
H 0.598 0.277 3.368
H 2.219 0.455 3.987
H 4.338 -0.643 7.887
H 4.882 -1.835 6.785
H 4.498 -2.198 8.359
C 4.494 -0.187 2.472
C 5.072 -1.434 1.802
C 3.966 -2.448 1.475
C 4.241 -3.574 0.500
C 4.903 -3.005 -0.768
C 6.029 -2.049 -0.619
N 5.781 -1.071 0.539
O 6.453 0.164 0.456
C 6.047 -1.070 -1.946
C 7.381 -2.783 -0.560
C 6.141 -2.067 2.845
H 4.121 -0.510 3.444
H 3.710 0.385 1.974
H 5.308 0.427 2.855
H 3.145 -1.917 0.995
H 3.552 -3.028 2.300
H 3.349 -4.180 0.342
H 4.849 -4.348 0.971
H 4.141 -2.463 -1.327
H 5.211 -3.887 -1.330
H 5.091 -0.595 -2.165
H 6.180 -1.673 -2.844
H 7.008 -0.563 -2.035
H 8.246 -2.156 -0.777
H 7.523 -3.651 -1.203
H 7.648 -3.225 0.400
H 5.585 -2.555 3.645
H 6.871 -1.357 3.233
H 6.704 -2.836 2.316
C -3.003 -0.735 2.766
C -2.766 -1.170 1.297
C -1.405 -1.966 1.375
C -1.141 -2.586 -0.010
C -2.098 -3.776 -0.262
C -3.534 -3.306 -0.195
N -3.810 -2.212 0.862
O -5.108 -2.255 1.367
C -4.450 -4.550 0.082
C -3.916 -2.677 -1.606
C -2.670 0.025 0.290
H -2.366 0.115 3.009
H -2.716 -1.570 3.405
H -4.017 -0.351 2.871
H -1.187 -2.761 2.088
H -0.622 -1.232 1.565
H -0.121 -2.959 0.085
H -1.229 -1.966 -0.902
H -2.004 -4.365 0.651
H -1.744 -4.376 -1.100
H -4.157 -5.034 1.014
H -4.168 -5.383 -0.562
H -5.488 -4.229 -0.003
H -3.845 -3.505 -2.310
H -3.267 -1.871 -1.948
H -4.994 -2.518 -1.610
H -1.927 0.796 0.495
H -3.627 0.529 0.430
H -2.599 -0.214 -0.771
C -0.651 3.521 -0.831
C -1.915 4.288 -0.682
C -2.824 3.916 -1.874
C -4.281 4.468 -1.834
C -5.019 4.010 -0.622
C -4.153 4.187 0.736
N -2.610 3.985 0.663
O -1.950 3.568 1.812
C -4.688 3.242 1.786
C -4.330 5.707 1.107
C -1.590 5.834 -0.830
H 0.193 4.135 -0.519
H -0.387 3.512 -1.888
H -0.718 2.509 -0.430
H -3.056 2.855 -1.968
H -2.483 4.191 -2.871
H -4.721 4.061 -2.745
H -4.527 5.496 -2.103
H -5.131 2.952 -0.862
H -6.040 4.381 -0.531
H -4.280 3.390 2.786
H -4.456 2.246 1.410
H -5.769 3.380 1.835
H -3.757 6.008 1.984
H -5.345 5.914 1.444
H -4.138 6.370 0.263
H -1.141 6.216 0.087
H -2.486 6.440 -0.961
H -1.051 6.129 -1.731
O 0.909 0.373 -1.357
C 1.715 0.532 -0.345
O 1.277 0.526 0.804
O 2.864 0.634 -0.623
H 1.607 0.013 -1.909

Results
largest force on an atom = 9.52 eV Å⁻¹
2S+1 = 2
total charge = +5
highest occupied orbital energy (alpha / beta) = -21.192 / -21.192 eV
electronic energy = -72936.077 eV

***

A gas-phase ion, C7H13NP (charge +1) in a non-equilibrium geometry. Source: the Open Molecules 2025 dataset; level of theory: ωB97M-V with the def2-TZVPD basis set.

Geometry (Å):
C 0.876 -1.349 -0.751
C 1.226 -0.247 -1.727
C 0.849 -0.907 0.746
C -0.503 -1.455 -1.463
C 0.061 -0.343 -2.372
C 1.051 1.645 1.012
C -1.127 0.321 1.083
N 0.178 0.344 0.875
P -2.367 1.631 1.049
H 1.317 -2.307 -0.984
H 2.209 0.251 -1.869
H 0.406 -1.722 1.241
H 1.858 -0.703 1.173
H -0.824 -2.376 -1.876
H -1.215 -0.944 -0.905
H -0.456 -0.092 -3.326
H 2.066 1.212 1.161
H 0.616 2.250 1.748
H 0.982 2.187 0.119
H -1.759 -0.612 1.256
H -3.411 0.828 1.702
H -2.033 2.387 2.108

Results
largest force on an atom = 3.69 eV Å⁻¹
2S+1 = 1
total charge = +1
highest occupied orbital energy = -13.282 eV
energy relative to the best compared isomer or geometry (same formula, charge and spin) = 158.0 kJ/mol
SMILES = C/[N+](=C\P)C[C@@H]1C=CC1
electronic energy = -18238.210 eV